Computed, not measured: a cluster of 3 separate species, C36H63FO12S in total in a non-equilibrium geometry, with ωB97M-V with the def2-TZVPD basis set.

Summary:
SMILES: CCCCCCCCCCCCC[C@]1(CCCCCOC(C)=O)CS(=O)(=O)O[C@H]([C@H](C)F)[C@H]1CC=O.C[C@@H]1COC(=O)O1.C[C@@H]1COC(=O)O1
Molar mass: 738.953 g/mol
Frontier orbital gap: 10.584 eV
Multiplicity: 1

The geometry in XYZ format:
```
113
Properties=species:S:1:pos:R:3:forces:R:3
C 3.174013 -2.888044 1.553634 0.2 -0.3 -0.1
C 4.430414 -2.586688 2.371385 -0.1 0.3 0.1
C 4.348750 -1.362739 3.282822 -0.5 -0.2 0.2
C 3.699929 -0.105547 2.696631 0.7 0.0 -0.3
C 4.074964 0.203347 1.237228 -0.5 0.2 0.1
C 2.855967 0.610778 0.405718 0.5 0.5 0.2
C 3.261633 1.104490 -0.978346 -0.9 0.2 0.1
C 2.374610 2.217631 -1.562048 -0.2 -0.1 -0.3
C 2.178976 2.044509 -3.067287 0.0 -0.1 -0.2
C 1.088411 1.039978 -3.443855 0.3 -0.1 0.7
C -0.300680 1.663894 -3.255750 -0.1 -0.9 -0.6
C -1.439602 0.692097 -2.875583 1.1 -0.1 0.5
C -1.798279 0.710188 -1.377717 -0.6 -0.3 -0.3
C -3.268890 1.077338 -1.044762 -0.1 0.5 0.5
C -4.202982 -0.136779 -1.083074 0.4 -0.3 -0.7
C -4.093466 -1.002803 -2.343848 -0.5 -0.6 0.5
C -4.915355 -2.317951 -2.193586 0.6 0.4 -0.3
C -4.024056 -3.575325 -2.221594 -0.7 0.5 0.8
C -3.143979 -3.698400 -0.978404 -0.5 0.4 -1.3
O -3.991524 -3.786658 0.170273 0.3 -0.5 0.2
C -3.415647 -3.428040 1.333557 0.6 0.9 0.5
C -3.960213 -4.159104 2.522945 -0.4 0.6 -0.3
O -2.566303 -2.565870 1.421098 -0.4 -0.6 -0.3
C -3.870305 2.132517 -1.989203 -0.1 -0.3 1.1
S -3.062191 3.707641 -1.894063 -1.4 1.0 -2.5
O -4.070314 4.694440 -1.635751 0.0 0.0 1.1
O -2.374884 3.926973 -3.128879 0.9 -0.5 0.5
O -2.055505 3.573612 -0.690768 -0.4 0.0 -0.2
C -2.776998 3.138989 0.487740 0.8 -0.5 0.7
C -1.800086 3.286506 1.658157 -0.1 0.6 -0.6
C -1.613871 4.717309 2.122688 0.1 -0.2 0.6
F -0.578313 2.782693 1.229723 0.1 -0.3 0.2
C -3.265013 1.674548 0.405828 -0.4 -0.1 -0.4
C -4.612237 1.631768 1.167536 0.2 0.1 0.1
C -4.734742 0.484901 2.128431 0.5 -0.2 1.3
O -4.152066 0.482989 3.199460 -0.5 0.0 -1.1
H 2.732542 -3.835519 1.842112 -0.2 -0.2 0.1
H 2.407148 -2.129683 1.634389 -0.1 0.2 0.0
H 3.445483 -2.997237 0.508886 -0.1 0.1 -0.3
H 5.278091 -2.460746 1.707097 0.2 0.0 -0.2
H 4.665195 -3.447894 2.983180 0.2 -0.2 0.2
H 3.780621 -1.631911 4.173278 -0.1 0.0 0.2
H 5.348182 -1.131864 3.639475 0.2 0.1 0.0
H 2.619111 -0.117576 2.788282 -0.2 -0.2 0.0
H 4.039100 0.724821 3.309922 -0.1 0.2 0.2
H 4.621452 -0.612395 0.775960 0.0 -0.2 -0.1
H 4.724772 1.073280 1.211111 0.4 0.0 0.0
H 2.096606 -0.165079 0.360364 -0.1 -0.2 -0.1
H 2.408373 1.443332 0.949063 -0.2 0.1 0.1
H 4.263355 1.510817 -0.904634 0.4 -0.2 -0.3
H 3.211375 0.280183 -1.683018 0.5 -0.3 -0.1
H 2.844600 3.181681 -1.387190 0.1 0.2 0.2
H 1.397788 2.254280 -1.081259 -0.1 -0.1 0.3
H 3.139623 1.723299 -3.461935 0.1 0.0 -0.3
H 1.913382 2.981811 -3.550013 0.2 0.2 0.0
H 1.223722 0.723944 -4.472952 0.0 0.0 -0.2
H 1.225276 0.134411 -2.849352 -0.1 -0.1 0.2
H -0.225513 2.456057 -2.523018 -0.2 0.4 -0.1
H -0.562514 2.033283 -4.240506 0.0 0.8 0.1
H -2.294839 0.850702 -3.515248 -0.2 0.1 -0.1
H -1.076589 -0.306648 -3.104159 -0.1 -0.2 -0.2
H -1.611413 -0.275992 -0.956860 -0.1 -0.2 0.2
H -1.146424 1.374496 -0.824632 0.2 0.2 -0.1
H -5.242211 0.174282 -1.021504 -0.2 0.2 0.2
H -4.016235 -0.771833 -0.226885 0.2 -0.2 0.4
H -4.452852 -0.444827 -3.202238 0.1 0.1 -0.2
H -3.068296 -1.298561 -2.530618 0.3 0.2 -0.1
H -5.631162 -2.384273 -3.006184 -0.2 -0.1 -0.1
H -5.480119 -2.251144 -1.272569 -0.2 -0.3 0.3
H -3.404517 -3.512767 -3.108833 0.2 -0.3 -0.2
H -4.667523 -4.448573 -2.271265 0.0 -0.3 -0.2
H -2.492235 -2.836184 -0.933934 0.2 0.2 0.4
H -2.553427 -4.604644 -1.050976 0.2 -0.2 0.2
H -3.569443 -3.686089 3.410853 0.2 -0.1 0.2
H -3.734242 -5.215198 2.472061 0.1 -0.2 0.0
H -5.039430 -4.028434 2.526292 -0.2 -0.2 0.0
H -4.892194 2.310770 -1.670572 -0.2 0.2 0.1
H -3.930437 1.829136 -3.022177 0.3 0.1 -0.3
H -3.595325 3.826155 0.666374 -0.3 0.1 -0.2
H -2.161146 2.663419 2.471031 0.0 -0.2 0.1
H -1.484985 4.718355 3.200383 0.1 0.1 0.2
H -0.715858 5.157751 1.711228 0.1 0.1 -0.4
H -2.475338 5.337143 1.909849 -0.1 0.1 -0.2
H -2.561194 1.067572 0.967730 0.2 -0.1 0.1
H -5.472450 1.700991 0.511659 -0.1 -0.1 -0.2
H -4.658071 2.505543 1.812576 0.0 0.2 0.1
H -5.395916 -0.361978 1.880415 0.0 0.0 -0.2
C 3.472880 -8.544340 4.899161 -0.2 0.0 -0.3
C 4.698098 -7.785799 4.457259 -0.3 -0.1 0.1
C 4.653963 -6.292409 4.673226 0.2 0.2 0.1
O 5.555878 -5.818262 3.662935 -0.1 -0.1 0.1
C 5.535645 -6.722314 2.648253 -0.1 0.0 0.1
O 6.025477 -6.553393 1.585020 0.1 0.1 -0.2
O 4.867970 -7.843055 3.027925 0.1 0.1 0.1
H 3.477537 -9.550320 4.482416 0.1 0.0 0.1
H 3.441087 -8.615662 5.985716 0.0 0.0 0.0
H 2.562151 -8.052885 4.554242 0.0 0.0 0.0
H 5.593818 -8.218915 4.911516 0.0 0.1 0.0
H 4.990333 -5.986540 5.660681 0.2 0.1 -0.1
H 3.666465 -5.866833 4.478600 -0.1 -0.1 0.0
C -0.088312 5.936393 -2.799730 0.1 0.2 -0.3
C 1.414953 5.838186 -2.786349 -0.4 0.1 0.0
C 2.160727 7.147512 -2.698310 0.2 0.0 0.1
O 3.415416 6.818924 -3.315170 -0.1 0.0 0.0
C 3.180566 5.814935 -4.198477 -0.1 0.0 0.1
O 3.962965 5.425162 -4.998126 0.2 -0.1 -0.2
O 1.926899 5.326271 -4.035942 0.1 0.1 0.1
H -0.539663 5.005433 -3.118985 0.1 -0.1 0.1
H -0.461814 6.178653 -1.803801 0.0 0.0 0.0
H -0.426038 6.709553 -3.492333 0.0 0.0 0.0
H 1.738776 5.152383 -1.996501 0.1 0.0 0.0
H 2.313773 7.494467 -1.679457 0.2 0.0 0.0
H 1.686384 7.937205 -3.285136 -0.1 0.0 0.0
```
Positions in Å, forces in eV/Å.